{
  "formula": "C19H22N2O5",
  "method": "ωB97M-V/def2-TZVPD",
  "multiplicity": 1,
  "smiles": "COC(=O)C1CCN(C(=O)COC(=O)Cc2c[nH]c3ccccc23)CC1",
  "e_homo_ev": -7.9,
  "molar_mass_g_mol": 358.394,
  "e_above_lowest_ev": 0.778,
  "orbital_gap_ha": 0.3167,
  "max_force_ev_per_a": 0.6,
  "lumo_ha": 0.0251,
  "species": ["C", "O", "C", "O", "C", "C", "C", "N", "C", "O", "C", "O", "C", "O", "C", "C", "C", "N", "C", "C", "C", "C", "C", "C", "C", "C", "H", "H", "H", "H", "H", "H", "H", "H", "H", "H", "H", "H", "H", "H", "H", "H", "H", "H", "H", "H", "H", "H"],
  "positions_angstrom": [[-1.573762, 4.041955, -0.368010], [-1.817182, 2.804590, 0.289039], [-0.787069, 2.230195, 0.907645], [0.314473, 2.714659, 0.969508], [-1.188571, 0.923323, 1.568999], [-2.213134, 0.130115, 0.756385], [-2.565419, -1.152926, 1.507150], [-1.369934, -1.942032, 1.726550], [-1.310951, -3.191962, 1.222554], [-2.277045, -3.756009, 0.751985], [0.027069, -3.935783, 1.324627], [1.168971, -3.221627, 0.853678], [1.070660, -2.667352, -0.366657], [0.057366, -2.654990, -1.007958], [2.395735, -2.069583, -0.796883], [2.301342, -0.576743, -0.874212], [2.929265, 0.325258, -0.062015], [2.619094, 1.599060, -0.443842], [1.751913, 1.546259, -1.494002], [1.154022, 2.569387, -2.219012], [0.307445, 2.211699, -3.245859], [0.064528, 0.869134, -3.553639], [0.666730, -0.150155, -2.851927], [1.525945, 0.183386, -1.804580], [-0.357831, -1.255346, 2.494449], [0.042688, 0.052063, 1.812655], [-1.140262, 3.853309, -1.351485], [-0.885652, 4.652586, 0.219582], [-2.538353, 4.534050, -0.466655], [-1.637124, 1.196411, 2.534123], [-1.785294, -0.128863, -0.213982], [-3.113768, 0.720253, 0.592442], [-3.020743, -0.911548, 2.475605], [-3.258736, -1.765091, 0.929177], [0.246877, -4.197665, 2.362292], [-0.093233, -4.851811, 0.736730], [3.167789, -2.363020, -0.086311], [2.628232, -2.472508, -1.785924], [3.594560, 0.142881, 0.760545], [2.849386, 2.433756, 0.066916], [1.350545, 3.603754, -1.977542], [-0.178051, 2.979962, -3.831418], [-0.609712, 0.634462, -4.364079], [0.468357, -1.183496, -3.087985], [-0.777953, -1.034542, 3.486269], [0.519754, -1.884958, 2.626523], [0.508170, -0.170173, 0.852122], [0.768861, 0.585674, 2.426427]],
  "forces_ev_per_angstrom": [[0.213, 0.323, -0.070], [-0.329, -0.134, -0.040], [0.051, -0.232, 0.315], [0.066, 0.147, 0.011], [0.178, -0.007, -0.288], [-0.132, 0.005, 0.344], [-0.209, 0.008, -0.389], [-0.140, 0.272, 0.091], [0.180, -0.267, 0.212], [-0.087, -0.300, -0.120], [-0.374, -0.275, -0.218], [0.215, -0.010, 0.288], [0.311, 0.010, -0.193], [-0.038, -0.075, -0.082], [-0.116, 0.150, 0.063], [0.255, -0.016, 0.214], [0.070, -0.384, -0.144], [0.198, 0.213, 0.126], [-0.244, -0.339, -0.405], [-0.028, 0.107, -0.028], [0.057, 0.179, 0.061], [-0.095, -0.164, -0.155], [-0.041, 0.053, -0.066], [0.076, 0.433, 0.149], [0.303, 0.154, 0.042], [-0.170, 0.040, 0.230], [-0.042, 0.031, 0.084], [-0.096, -0.010, -0.082], [0.036, -0.043, -0.002], [-0.010, 0.021, -0.023], [-0.012, -0.002, -0.084], [-0.003, -0.018, -0.037], [-0.037, -0.014, -0.026], [0.037, 0.102, 0.163], [-0.005, 0.053, -0.115], [-0.032, 0.196, 0.133], [0.005, -0.039, -0.118], [0.018, -0.091, 0.067], [0.105, -0.026, 0.155], [-0.080, -0.095, 0.006], [-0.016, 0.107, 0.005], [-0.019, 0.067, -0.025], [-0.049, -0.040, -0.065], [-0.051, -0.097, -0.020], [0.086, -0.035, -0.013], [-0.092, 0.019, 0.059], [0.037, 0.034, 0.015], [0.050, -0.008, -0.028]],
  "lowdin_charge": [-0.0315, -0.0266, -0.4593, 0.1009, -0.2084, -0.1071, -0.1191, -0.0420, -0.4527, 0.0676, -0.0546, -0.0065, -0.4693, 0.1451, -0.0224, -0.1885, -0.0542, 0.0945, -0.2214, -0.0374, -0.1039, -0.0913, -0.0176, -0.1276, -0.1250, -0.1087, 0.0758, 0.0951, 0.0949, 0.1633, 0.1343, 0.1205, 0.1338, 0.1249, 0.1382, 0.1422, 0.1247, 0.1366, 0.1279, 0.1556, 0.1128, 0.0996, 0.0983, 0.1064, 0.1338, 0.1181, 0.1027, 0.1274]
}

***

{
  "formula": "C19H22N2O6S",
  "method": "ωB97M-V/def2-TZVPD",
  "multiplicity": 1,
  "smiles": "CCOC(=O)c1ccc(NC(=O)CN(C)S(=O)(=O)c2ccc(OC)cc2)cc1",
  "e_homo_ev": -8.7,
  "molar_mass_g_mol": 406.460,
  "e_above_lowest_ev": 0.372,
  "orbital_gap_ha": 0.3298,
  "max_force_ev_per_a": 0.9,
  "lumo_ha": 0.0115,
  "species": ["C", "C", "O", "C", "O", "C", "C", "C", "C", "N", "C", "O", "C", "N", "C", "S", "O", "O", "C", "C", "C", "C", "O", "C", "C", "C", "C", "C", "H", "H", "H", "H", "H", "H", "H", "H", "H", "H", "H", "H", "H", "H", "H", "H", "H", "H", "H", "H", "H", "H"],
  "positions_angstrom": [[2.028292, 5.766281, 2.838085], [2.763567, 4.527163, 2.348213], [1.856062, 3.487885, 1.983840], [1.310494, 3.564976, 0.757139], [1.582255, 4.430593, -0.038513], [0.376606, 2.448392, 0.490149], [-0.014875, 1.556579, 1.487968], [-0.858813, 0.511169, 1.184979], [-1.328490, 0.333508, -0.118326], [-2.140810, -0.767358, -0.367802], [-2.584928, -1.247888, -1.561879], [-2.517149, -0.673490, -2.622462], [-3.249307, -2.614799, -1.410863], [-2.682946, -3.365682, -0.306188], [-3.619239, -4.251635, 0.361620], [-1.275832, -4.215690, -0.809883], [-0.886413, -5.034567, 0.299324], [-1.525835, -4.843803, -2.074730], [-0.093818, -2.897755, -1.001414], [0.582259, -2.456615, 0.118610], [1.496825, -1.423847, 0.016348], [1.723802, -0.822275, -1.222035], [2.579268, 0.197627, -1.437627], [3.342460, 0.696251, -0.361599], [1.038024, -1.290277, -2.350417], [0.139213, -2.328072, -2.242586], [-0.959884, 1.239204, -1.111830], [-0.112634, 2.282295, -0.804246], [1.375862, 5.513633, 3.670584], [1.429065, 6.182987, 2.032389], [2.748274, 6.511639, 3.163306], [3.383588, 4.775593, 1.480321], [3.383018, 4.097155, 3.138318], [0.350510, 1.689338, 2.494378], [-1.155782, -0.186391, 1.955056], [-2.266754, -1.411378, 0.406828], [-4.315208, -2.446589, -1.229864], [-3.148357, -3.160446, -2.357119], [-3.048922, -4.844311, 1.072522], [-4.120863, -4.925797, -0.339353], [-4.362936, -3.656088, 0.891801], [0.394083, -2.944187, 1.061937], [2.020745, -1.093192, 0.898171], [4.012759, -0.070144, 0.039414], [2.704643, 1.083225, 0.437935], [3.931830, 1.511606, -0.777219], [1.233885, -0.817887, -3.298871], [-0.381957, -2.708582, -3.105864], [-1.329398, 1.107352, -2.114330], [0.193758, 2.984295, -1.564216]],
  "forces_ev_per_angstrom": [[0.025, -0.372, -0.175], [0.281, 0.495, -0.001], [-0.201, -0.244, 0.067], [0.071, 0.103, -0.130], [0.019, -0.007, 0.052], [-0.148, -0.134, -0.061], [0.038, 0.093, -0.115], [-0.136, 0.030, -0.087], [0.066, 0.355, -0.003], [-0.175, 0.010, 0.385], [-0.244, 0.009, 0.230], [-0.060, 0.029, -0.291], [-0.016, 0.166, -0.486], [0.808, -0.409, -0.215], [-0.122, -0.439, 0.218], [0.131, 0.387, 0.257], [-0.022, 0.133, 0.203], [0.017, 0.225, -0.194], [-0.410, -0.614, 0.039], [0.069, -0.057, 0.046], [0.184, 0.074, -0.044], [-0.125, -0.241, -0.096], [-0.214, -0.148, -0.266], [0.158, 0.106, 0.216], [0.135, 0.089, 0.164], [0.070, -0.051, -0.109], [-0.110, -0.049, -0.140], [0.159, 0.084, 0.334], [-0.034, 0.020, 0.097], [-0.025, 0.071, -0.025], [0.063, 0.107, 0.055], [-0.035, -0.086, 0.181], [-0.058, 0.030, -0.125], [0.018, -0.018, 0.073], [-0.029, -0.086, 0.099], [0.118, 0.081, -0.224], [0.102, -0.032, 0.040], [-0.134, 0.217, 0.047], [-0.221, -0.039, 0.109], [-0.066, -0.007, 0.032], [0.037, 0.007, -0.038], [0.044, 0.002, 0.186], [0.046, 0.056, 0.075], [-0.036, 0.014, -0.015], [0.022, -0.046, -0.027], [-0.018, -0.044, 0.073], [0.009, 0.053, -0.135], [-0.054, 0.027, -0.161], [-0.012, -0.001, -0.032], [0.015, 0.054, -0.082]],
  "lowdin_charge": [-0.0599, -0.2171, -0.0231, -0.4651, 0.1133, -0.1461, -0.0140, -0.0202, -0.2134, 0.1417, -0.4661, 0.0854, -0.1204, -0.2943, -0.0941, 0.6969, -0.2846, -0.2747, -0.2901, -0.0535, -0.0042, -0.2675, -0.0623, -0.0607, 0.0263, -0.0493, 0.0101, 0.0113, 0.0779, 0.0759, 0.0775, 0.1213, 0.1226, 0.1197, 0.1179, 0.1350, 0.1420, 0.1288, 0.0784, 0.0978, 0.0951, 0.1206, 0.1142, 0.1015, 0.0780, 0.1028, 0.1301, 0.1247, 0.1074, 0.1265]
}

***

{
  "formula": "C19H22N4O",
  "method": "ωB97M-V/def2-TZVPD",
  "multiplicity": 1,
  "smiles": "Cc1ccc(-c2[nH]ncc2CNCCOc2cccnc2)cc1C",
  "e_homo_ev": -8.2,
  "molar_mass_g_mol": 322.412,
  "e_above_lowest_ev": 1.471,
  "orbital_gap_ha": 0.3256,
  "max_force_ev_per_a": 0.8,
  "lumo_ha": 0.0231,
  "species": ["C", "C", "C", "C", "C", "C", "N", "N", "C", "C", "C", "N", "C", "C", "O", "C", "C", "C", "C", "N", "C", "C", "C", "C", "H", "H", "H", "H", "H", "H", "H", "H", "H", "H", "H", "H", "H", "H", "H", "H", "H", "H", "H", "H", "H", "H"],
  "positions_angstrom": [[-4.462361, -3.323551, -0.462099], [-3.913940, -1.930019, -0.455809], [-4.729259, -0.853440, -0.778831], [-4.247433, 0.440905, -0.779031], [-2.916229, 0.688030, -0.450075], [-2.383495, 2.038637, -0.435077], [-2.846949, 3.021197, -1.246070], [-2.223285, 4.180362, -1.065762], [-1.342755, 3.961304, -0.109098], [-1.387497, 2.630869, 0.336450], [-0.559686, 2.022731, 1.417026], [0.491433, 1.184384, 0.852105], [1.341883, 0.584493, 1.858432], [2.456030, -0.209623, 1.186458], [3.352895, 0.719762, 0.609801], [4.436320, 0.252519, -0.056847], [4.761550, -1.087312, -0.244547], [5.914960, -1.395240, -0.950661], [6.698065, -0.365242, -1.440642], [6.393418, 0.912164, -1.266103], [5.302295, 1.212197, -0.599146], [-2.094280, -0.390871, -0.130562], [-2.576092, -1.689201, -0.126688], [-1.660357, -2.822047, 0.225494], [-3.914414, -3.948487, -1.166951], [-4.367879, -3.778011, 0.523916], [-5.512366, -3.323907, -0.743444], [-5.764992, -1.032754, -1.031611], [-4.914300, 1.258919, -1.011897], [-3.555726, 2.937250, -1.957152], [-0.709760, 4.754460, 0.237091], [-0.149800, 2.826723, 2.052586], [-1.185356, 1.377641, 2.045359], [1.064136, 1.738814, 0.220598], [0.729392, -0.094273, 2.461334], [1.798670, 1.328706, 2.533582], [2.976109, -0.828674, 1.929666], [2.026680, -0.855870, 0.409940], [4.140168, -1.879601, 0.144655], [6.193475, -2.425337, -1.112362], [7.605552, -0.559264, -1.995054], [5.080746, 2.262779, -0.473139], [-1.056984, -0.198464, 0.099032], [-2.039611, -3.369205, 1.088150], [-0.666672, -2.448984, 0.460046], [-1.582287, -3.525491, -0.603076]],
  "forces_ev_per_angstrom": [[0.033, 0.040, 0.009], [-0.023, 0.093, -0.017], [0.011, -0.061, -0.042], [0.163, 0.082, 0.051], [-0.259, -0.358, -0.039], [0.372, 0.455, 0.202], [0.081, -0.370, 0.169], [-0.070, 0.777, -0.316], [-0.232, -0.277, -0.128], [-0.268, -0.182, -0.057], [-0.043, -0.057, -0.105], [0.346, 0.177, -0.087], [0.319, -0.126, -0.193], [-0.325, -0.169, 0.398], [0.031, 0.254, -0.075], [0.337, -0.164, -0.219], [-0.248, 0.184, 0.153], [0.076, 0.179, -0.045], [0.088, -0.434, -0.052], [0.211, 0.310, -0.133], [-0.436, -0.019, 0.269], [-0.174, 0.041, -0.021], [-0.100, 0.069, -0.006], [-0.066, 0.026, -0.025], [-0.004, -0.118, -0.025], [-0.021, -0.113, 0.042], [-0.051, -0.047, -0.010], [-0.092, -0.033, -0.015], [-0.074, 0.079, 0.010], [0.131, 0.038, 0.066], [0.128, 0.210, 0.064], [-0.104, -0.141, -0.008], [0.048, 0.084, 0.049], [-0.101, -0.035, 0.030], [0.102, -0.004, 0.021], [-0.053, -0.128, 0.010], [-0.004, 0.048, -0.102], [0.060, 0.025, 0.063], [-0.061, -0.023, 0.035], [0.041, -0.067, -0.025], [0.062, -0.121, -0.039], [-0.127, 0.113, 0.077], [0.122, -0.002, 0.003], [0.033, -0.103, 0.059], [0.081, -0.023, 0.016], [0.060, -0.111, -0.013]],
  "lowdin_charge": [-0.0474, -0.2379, -0.0401, -0.0311, -0.1493, -0.1614, 0.0242, 0.0268, -0.1176, -0.1591, -0.1862, -0.0791, -0.2074, -0.1941, -0.0459, -0.2503, -0.0124, -0.0648, -0.1672, 0.0591, -0.0765, 0.0233, -0.2217, -0.0396, 0.0832, 0.0830, 0.0752, 0.1088, 0.1065, 0.1550, 0.1052, 0.1228, 0.1252, 0.1244, 0.1245, 0.1265, 0.1313, 0.1289, 0.1046, 0.1017, 0.0998, 0.1185, 0.0940, 0.0836, 0.0685, 0.0842]
}